The following is a DFT calculation (ωB97M-V/def2-TZVPD) of 2 unconnected molecules or ions with the total composition C9H12N6.

Values from the calculation:
Kohn-Sham gap, eV: 8.047
Lowest unoccupied orbital energy, eV: -8.2
Total charge: +2
M, g/mol: 204.237
Max |F|, eV/Å: 4.16
Calculated total energy, Eh: -678.07684
Energy relative to the best compared isomer or geometry (same formula, charge and spin), kcal per mole: 23.77

```
27
C9H12N6 ωB97M-V/def2-TZVPD
C 0.910 -1.726 -4.053
C 1.928 -1.506 -3.199
C -0.433 -1.806 -3.590
C 1.753 -0.948 -1.846
C -1.617 -0.560 -0.519
C -0.711 -1.329 -2.374
C 0.300 -0.885 -1.462
C -0.774 1.969 3.605
C 0.650 0.924 1.994
N -0.398 1.360 2.447
N -1.883 -1.054 -1.723
N -0.283 -0.437 -0.299
N -2.001 2.453 3.657
N 0.170 2.204 4.555
N 1.753 0.695 1.677
H 1.194 -1.867 -5.106
H 2.983 -1.473 -3.597
H -1.159 -2.294 -4.310
H 2.302 -1.502 -1.042
H -2.481 -0.167 0.036
H -2.894 -1.358 -2.037
H -2.574 2.194 2.858
H -2.459 2.857 4.543
H 0.981 1.673 4.581
H 0.103 2.762 5.379
H 2.313 -0.106 1.545
H 2.327 -0.073 -1.721
```